1.
Density functional theory data (wB97M-V/def2-TZVPD) for an isolated molecule of C5H5NO at a distorted geometry.

ORCA input file:
```
! RIJCOSX wB97M-V def2-TZVPD def2/J DEFGRID3
* xyz 0 1
O -2.00231 -0.01732 -0.49250
C -1.04408 -0.65908 0.30715
C 0.42043 -0.42212 -0.20739
C 0.72642 1.02300 -0.13180
C 0.86568 2.21787 -0.02805
C 1.45436 -1.33525 0.29808
N 2.25005 -2.17548 0.27570
H -1.88136 0.94011 -0.41902
H -1.13756 -0.33663 1.35814
H -1.26922 -1.72552 0.26766
H 0.64602 -0.90239 -1.19430
H 1.04061 3.27451 0.05870
*
```

Computed properties:
HOMO-LUMO gap = 11.403 eV
calculated total energy = -323.40813 Ha
energy relative to the best compared isomer or geometry (same formula, charge and spin) = 3.036 eV



2.
Density functional theory data (wB97M-V/def2-TZVPD) for an isolated molecule of C4H5N3O at a distorted geometry.

ORCA input file:
```
! RIJCOSX wB97M-V def2-TZVPD def2/J DEFGRID3
* xyz 0 1
C 0.04116 -0.03526 -0.65357
C 1.37590 -0.54488 -0.46687
C -1.66086 -0.79601 0.91808
C -0.71627 1.15521 -0.31242
N -2.59381 -1.46956 1.40423
N -1.10042 -0.20736 0.02696
N 2.27086 0.44351 -1.01220
O 1.78656 -1.62810 -0.13672
H -0.54202 1.64353 0.65376
H -1.51867 1.48671 -0.97173
H -2.63238 -1.77762 2.36844
H 2.01735 1.39402 -0.78811
H 3.27262 0.33581 -1.02984
*
```

Computed properties:
HOMO-LUMO gap = 7.816 eV
calculated total energy = -394.76035 Ha
energy relative to the best compared isomer or geometry (same formula, charge and spin) = 5.638 eV



3.
Density functional theory data (wB97M-V/def2-TZVPD) for a structure of composition C3AlO2 at a distorted geometry.

ORCA input file:
```
! RIJCOSX wB97M-V def2-TZVPD def2/J DEFGRID3
* xyz 1 1
O 3.01508 2.34247 0.88761
C 2.21732 2.23081 1.91041
C 1.08900 1.35828 1.64201
C 0.71058 0.23106 2.38199
O 0.72708 -0.93902 2.44632
Al 1.91263 1.26398 -0.11870
*
```

Computed properties:
HOMO-LUMO gap (spin up / spin down) = 7.499 / 7.618 eV
calculated total energy = -506.81888 Ha
energy relative to the best compared isomer or geometry (same formula, charge and spin) = 0.000 eV



4.
Density functional theory data (wB97M-V/def2-TZVPD) for an isolated molecule of C5H6O.

ORCA input file:
```
! RIJCOSX wB97M-V def2-TZVPD def2/J DEFGRID3
* xyz 0 1
C -1.96213 0.32030 0.01001
C -0.94211 -0.81732 -0.11866
C 0.43660 -0.34390 0.00602
C 1.55548 0.08674 0.15600
C 2.89426 0.56681 0.43495
O 3.12896 1.65563 0.90868
H -1.98921 0.70032 1.03520
H -1.69999 1.15201 -0.65022
H -2.96356 -0.03173 -0.25576
H -1.06367 -1.34350 -1.07260
H -1.10773 -1.56457 0.66677
H 3.70584 -0.14768 0.20233
*
```

Computed properties:
HOMO-LUMO gap = 10.699 eV
calculated total energy = -269.28111 Ha
energy relative to the best compared isomer or geometry (same formula, charge and spin) = 1.772 eV



5.
Density functional theory data (wB97M-V/def2-TZVPD) for an isolated molecule of C26H28N6O3 at a distorted geometry.

ORCA input file:
```
! RIJCOSX wB97M-V def2-TZVPD def2/J DEFGRID3
* xyz 0 1
C 6.79170 -0.01951 -0.85531
H 6.77162 0.33243 -1.89194
H 7.08161 0.80162 -0.20205
H 7.51807 -0.83214 -0.75863
O 5.51274 -0.41479 -0.41980
C 4.90940 -1.46225 -1.03768
C 3.66330 -1.83192 -0.51773
C 2.94576 -2.87269 -1.09683
C 3.46170 -3.55439 -2.19192
C 4.69459 -3.18898 -2.69593
C 5.42031 -2.15324 -2.13116
H 6.37903 -1.89271 -2.54961
H 5.10334 -3.71642 -3.54457
H 2.89005 -4.35449 -2.63489
O 1.68978 -3.19137 -0.60913
C 1.71242 -4.10498 0.47465
H 0.67294 -4.26163 0.75815
H 2.27295 -3.70120 1.32232
H 2.15611 -5.05911 0.17209
C 3.12973 -1.16854 0.72033
O 3.39626 -1.58733 1.83230
N 2.33530 -0.09752 0.51418
C 1.83216 0.33474 -0.76584
H 2.38967 -0.14139 -1.57109
C 0.34612 -0.03579 -0.87463
N -0.42979 0.44635 0.25196
C -1.19506 1.58233 0.17685
C -2.36321 1.75923 0.91766
C -3.02282 3.00829 0.86689
N -2.63750 3.99557 0.08755
C -1.60173 3.79321 -0.69872
N -1.04714 4.60184 -1.58567
C -0.00727 3.90727 -2.04523
N 0.16006 2.70875 -1.52008
N -0.86048 2.60303 -0.65634
H 0.66174 4.28824 -2.79061
C -4.21746 3.29659 1.71560
H -5.07489 2.72079 1.37283
H -4.44792 4.35468 1.63782
H -4.02815 3.03672 2.75497
C -2.97394 0.61502 1.68626
C -4.34602 0.27059 1.15779
C -4.54647 0.12196 -0.20916
C -5.79346 -0.21176 -0.70498
C -6.85590 -0.40965 0.16096
C -6.66253 -0.27526 1.52470
C -5.41491 0.06369 2.01905
H -5.27215 0.17102 3.08520
H -7.48557 -0.43117 2.20651
H -7.82992 -0.66914 -0.22596
H -5.93663 -0.31892 -1.77004
H -3.71881 0.27195 -0.88772
H -3.04164 0.85323 2.75072
H -2.35177 -0.27317 1.57144
C 0.13347 0.04408 1.52901
C 1.60594 0.47302 1.62128
H 2.05039 0.10531 2.54777
H 1.68449 1.56452 1.57997
H -0.42490 0.49840 2.34636
H 0.08036 -1.04745 1.60791
H -0.06558 0.36220 -1.80001
H 0.26094 -1.12890 -0.87951
H 1.93957 1.42113 -0.84830
*
```

Computed properties:
HOMO-LUMO gap = 8.892 eV
calculated total energy = -1561.82357 Ha
energy relative to the best compared isomer or geometry (same formula, charge and spin) = 1.808 eV



6.
Density functional theory data (wB97M-V/def2-TZVPD) for a structure of composition C4H7ClS2 at a distorted geometry.

ORCA input file:
```
! RIJCOSX wB97M-V def2-TZVPD def2/J DEFGRID3
* xyz 0 1
C 0.03220 0.29891 1.88356
C 0.55532 0.48402 0.33923
C -0.32364 0.95669 -0.74937
C 0.32285 -0.58556 -0.74058
H -0.66753 -0.57278 1.92480
H 1.13628 0.11405 2.50555
H -0.17737 1.44942 2.32718
H -0.12319 1.73134 -1.66155
H -1.81786 1.66145 1.30409
H 1.31429 -0.48504 -1.33034
H -0.11399 -2.53370 0.86339
S -2.02887 0.93623 -0.10424
S -0.76604 -2.12154 -0.80094
Cl 2.44985 0.62798 0.24428
*
```

Computed properties:
HOMO-LUMO gap = 8.533 eV
calculated total energy = -1412.95396 Ha
energy relative to the best compared isomer or geometry (same formula, charge and spin) = 5.799 eV